Record 1
DFT (the ωB97M-V functional and the def2-TZVPD basis) results for 18 unconnected molecules or ions with the total composition C46H126NO18 in a non-equilibrium geometry.

The highest occupied orbital energy comes out at -1.59 eV. As for the total charge: -1. Its total energy is -3236.9711 Eh.

```
191
Properties=species:S:1:pos:R:3:mulliken_charge:R:1
C -1.687 2.200 0.895 -1.8859
C -0.455 1.256 1.194 1.3558
C -0.996 -0.136 1.717 -1.1146
C -1.350 -1.143 0.633 -0.6850
C -0.222 -1.210 -0.375 -1.2526
C 0.195 0.140 -1.046 1.6966
N 0.513 1.086 0.061 0.3127
O 1.267 2.236 -0.301 -0.9103
C -0.974 0.704 -1.944 -1.8087
C 1.418 -0.211 -1.951 -1.9415
C 0.237 1.929 2.451 -1.7204
H -2.173 2.451 1.837 0.4911
H -2.497 1.656 0.409 0.3806
H -1.444 3.111 0.348 0.3472
H -1.874 -0.038 2.356 0.3848
H -0.232 -0.618 2.327 0.4077
H -2.319 -0.840 0.236 0.2923
H -1.526 -2.159 0.985 0.3711
H -0.531 -1.918 -1.143 0.3814
H 0.703 -1.657 -0.011 0.4104
H -0.795 1.765 -2.119 0.3447
H -1.976 0.650 -1.518 0.3115
H -0.913 0.214 -2.916 0.4521
H 2.321 -0.352 -1.356 0.4412
H 1.698 0.659 -2.544 0.3959
H 1.210 -1.060 -2.602 0.3887
H 1.101 1.284 2.610 0.4522
H -0.319 1.788 3.378 0.3778
H 0.411 2.990 2.268 0.3267
C -5.710 -2.168 -8.083 -0.9005
C -6.051 -0.715 -8.387 -0.2313
O -7.432 -0.523 -8.569 -0.5197
H -6.241 -2.570 -7.220 0.2735
H -4.677 -2.186 -7.735 0.3228
H -5.771 -2.892 -8.895 0.2629
H -5.625 -0.415 -9.344 0.2316
H -5.674 -0.101 -7.570 0.2639
H -7.877 -0.374 -7.731 0.2968
C 9.459 -3.939 -3.998 -1.1237
C 9.243 -4.898 -2.810 -0.1898
O 9.752 -6.169 -3.106 -0.4904
H 9.349 -2.898 -3.696 0.3399
H 8.714 -4.159 -4.764 0.3319
H 10.474 -3.993 -4.392 0.3311
H 8.223 -4.861 -2.427 0.2398
H 9.845 -4.512 -1.988 0.2421
H 9.512 -6.229 -4.033 0.3190
C -8.216 -7.435 2.267 -0.8985
C -9.691 -7.904 2.121 -0.2624
O -9.798 -8.916 1.164 -0.5082
H -7.517 -8.149 2.702 0.2694
H -8.188 -6.530 2.873 0.3187
H -7.801 -7.123 1.309 0.2627
H -10.356 -7.071 1.892 0.2728
H -10.048 -8.242 3.094 0.2376
H -10.129 -8.526 0.352 0.3077
C 3.619 -8.223 -6.105 -1.0099
C 3.013 -9.089 -7.225 -0.1570
O 4.060 -9.731 -7.883 -0.5228
H 4.253 -7.417 -6.475 0.2675
H 4.213 -8.870 -5.460 0.2679
H 2.918 -7.758 -5.412 0.3439
H 2.403 -8.644 -8.011 0.2782
H 2.396 -9.857 -6.758 0.2349
H 3.715 -10.494 -8.353 0.2972
C -3.413 -9.158 -3.145 -0.9641
C -4.370 -10.249 -3.629 -0.1426
O -3.644 -11.426 -3.925 -0.5375
H -3.843 -8.157 -3.148 0.3216
H -2.543 -9.078 -3.797 0.2810
H -2.994 -9.347 -2.156 0.2705
H -4.815 -9.999 -4.592 0.2190
H -5.130 -10.446 -2.874 0.2549
H -3.639 -12.081 -3.224 0.2972
C 6.005 7.314 -8.131 -0.9668
C 4.939 6.872 -7.147 -0.2301
O 5.275 6.890 -5.784 -0.5207
H 6.114 8.399 -8.120 0.2769
H 5.620 7.169 -9.140 0.3159
H 6.882 6.682 -7.991 0.2857
H 4.656 5.861 -7.438 0.2636
H 4.044 7.444 -7.389 0.2469
H 4.797 6.180 -5.350 0.3284
C 7.587 -1.748 3.385 -1.0587
C 6.292 -1.263 2.698 -0.1426
O 6.570 0.012 2.196 -0.5161
H 8.453 -1.619 2.737 0.2937
H 7.601 -2.811 3.627 0.3495
H 7.715 -1.195 4.315 0.2438
H 5.499 -1.239 3.446 0.2553
H 6.047 -2.004 1.938 0.2629
H 5.774 0.303 1.745 0.3109
C -2.295 4.872 10.363 -1.0746
C -2.843 6.204 9.812 -0.1790
O -1.905 7.170 10.112 -0.5045
H -3.001 4.097 10.067 0.2976
H -2.127 4.920 11.439 0.3525
H -1.293 4.656 9.992 0.3059
H -3.787 6.463 10.291 0.2292
H -2.963 6.150 8.730 0.2818
H -1.704 7.053 11.043 0.2912
O 0.805 8.310 0.129 -0.6514
H 0.975 7.415 -0.165 0.3352
H 0.059 8.598 -0.396 0.3147
O 4.995 6.158 2.938 -0.6467
H 5.458 5.521 3.481 0.3127
H 4.620 5.639 2.226 0.3337
C -4.585 9.489 -4.616 -1.1802
C -3.188 9.191 -4.041 0.4108
C -2.000 9.519 -4.932 -1.2495
O -3.091 9.948 -2.857 -0.5516
H -4.796 10.545 -4.788 0.3474
H -5.297 8.976 -3.969 0.2965
H -4.762 9.020 -5.583 0.3487
H -3.080 8.142 -3.765 0.2650
H -1.053 9.468 -4.394 0.3300
H -2.063 10.529 -5.338 0.3089
H -1.954 8.773 -5.726 0.3438
H -3.174 10.889 -3.030 0.3303
C -8.738 8.895 3.993 -1.2725
C -8.931 10.258 4.638 0.5107
C -7.815 11.197 4.315 -1.3176
O -10.075 10.924 4.295 -0.5519
H -8.037 8.290 4.567 0.3520
H -8.423 8.956 2.951 0.3205
H -9.698 8.379 3.975 0.3337
H -9.013 10.117 5.716 0.2473
H -6.922 11.108 4.934 0.3550
H -8.091 12.251 4.345 0.3588
H -7.486 11.077 3.283 0.3448
H -10.072 11.173 3.368 0.3191
C 6.630 2.826 9.168 -1.1651
C 8.018 3.211 9.555 0.2556
C 8.294 3.125 11.111 -1.1271
O 8.843 2.229 9.006 -0.5463
H 6.631 2.826 8.078 0.3118
H 5.799 3.366 9.622 0.3510
H 6.402 1.798 9.449 0.3078
H 8.285 4.176 9.125 0.3029
H 9.360 3.231 11.309 0.3091
H 7.994 2.130 11.439 0.2929
H 7.695 3.850 11.663 0.3450
H 8.581 1.385 9.381 0.3624
C -9.033 0.231 -2.025 -1.1895
C -9.810 1.445 -2.665 0.5080
C -8.889 2.660 -2.790 -1.2930
O -10.404 1.100 -3.878 -0.5649
H -9.761 -0.483 -1.642 0.3352
H -8.425 0.535 -1.173 0.3389
H -8.422 -0.257 -2.785 0.3120
H -10.642 1.721 -2.017 0.2152
H -9.408 3.482 -3.284 0.3338
H -8.037 2.452 -3.438 0.3214
H -8.552 2.994 -1.809 0.3624
H -11.144 0.506 -3.732 0.3205
C 1.356 -2.975 10.013 -1.2669
C 1.320 -3.500 11.459 0.5938
C -0.067 -3.438 12.093 -1.3153
O 1.698 -4.862 11.434 -0.5473
H 2.330 -2.894 9.531 0.3974
H 1.066 -1.928 10.096 0.3209
H 0.692 -3.531 9.351 0.3386
H 1.979 -2.934 12.117 0.1476
H -0.771 -4.151 11.663 0.3395
H -0.542 -2.471 11.930 0.3581
H -0.076 -3.506 13.181 0.3199
H 2.489 -4.925 10.894 0.3137
C 4.564 -1.820 -10.911 -1.2644
C 5.064 -0.378 -11.050 0.5074
C 6.348 -0.034 -10.301 -1.2728
O 5.178 -0.048 -12.409 -0.5574
H 4.388 -2.086 -9.869 0.3486
H 5.303 -2.518 -11.304 0.3466
H 3.683 -2.073 -11.502 0.3324
H 4.313 0.357 -10.762 0.2208
H 6.218 0.302 -9.273 0.3435
H 6.793 0.795 -10.851 0.3667
H 7.179 -0.740 -10.288 0.3092
H 5.716 -0.720 -12.834 0.3194
C 4.229 -9.544 1.529 -1.3112
C 4.389 -8.306 2.316 0.6369
C 3.127 -7.869 3.088 -1.3257
O 5.376 -8.510 3.244 -0.5479
H 5.100 -9.983 1.043 0.4051
H 3.556 -9.320 0.701 0.3118
H 3.691 -10.282 2.125 0.3187
H 4.665 -7.508 1.627 0.1576
H 2.764 -8.489 3.908 0.3491
H 2.283 -7.823 2.400 0.3579
H 3.162 -6.833 3.425 0.3296
H 6.157 -8.833 2.787 0.3180
```



Record 2
DFT (the ωB97M-V functional and the def2-TZVPD basis) results for 14 unconnected molecules or ions with the total composition C46H129N9O14 in a non-equilibrium geometry.

The highest occupied orbital energy comes out at -8.03 eV. As for the total charge: 0. Its total energy is -3375.9198 Eh.

```
198
Properties=species:S:1:pos:R:3:mulliken_charge:R:1
C -2.526 -1.235 -3.573 -0.9818
C -1.406 -0.378 -4.085 0.9645
O -1.802 0.048 -5.381 -0.7121
H -2.334 -1.536 -2.539 0.0430
H -2.609 -2.194 -4.087 0.3817
H -3.479 -0.716 -3.664 0.2035
H -0.453 -0.920 -4.089 -0.1672
H -1.211 0.559 -3.552 0.0131
H -1.301 0.844 -5.634 0.3431
C 0.614 -3.743 -3.594 -0.1878
C 0.475 -5.175 -4.000 -0.7164
O 0.565 -6.002 -2.846 -0.5158
H -0.200 -3.393 -2.957 -0.0773
H 0.634 -3.079 -4.461 0.3636
H 1.543 -3.511 -3.069 0.0481
H 1.317 -5.323 -4.683 0.4043
H -0.492 -5.323 -4.486 0.3383
H 0.509 -6.891 -3.212 0.2785
C 1.124 2.713 -1.263 0.1376
C 2.122 3.163 -0.191 0.7423
O 1.651 4.388 0.370 -0.4545
H 1.080 3.459 -2.058 0.7384
H 0.111 2.594 -0.880 -0.1527
H 1.454 1.818 -1.793 -0.7798
H 3.103 3.286 -0.660 0.2740
H 2.336 2.364 0.522 -1.3262
H 2.267 5.098 0.173 0.2932
C -1.563 -0.303 5.174 0.1319
C -1.905 -0.461 6.614 -0.7161
O -3.330 -0.624 6.825 -0.4976
H -1.776 -1.189 4.574 0.1923
H -0.514 -0.029 5.054 0.3231
H -2.153 0.498 4.724 -0.3827
H -1.550 0.406 7.174 0.3925
H -1.459 -1.367 7.030 0.2836
H -3.595 -0.286 7.682 0.2751
C 1.647 -4.543 1.866 -1.2389
C 0.927 -5.023 0.605 0.5232
O 1.480 -4.497 -0.599 -0.3012
H 1.066 -4.621 2.783 0.3719
H 2.084 -3.548 1.768 0.2229
H 2.552 -5.139 2.014 0.3524
H -0.111 -4.680 0.653 -0.5211
H 0.883 -6.113 0.544 0.6827
H 1.177 -5.084 -1.307 0.0695
C -0.058 -0.728 -0.970 0.9318
C 0.694 -0.661 0.345 1.6982
C -0.224 -1.136 1.509 -2.2733
O -1.414 -0.403 1.763 2.1319
C -1.241 0.996 1.919 -0.2757
N 1.889 -1.491 0.247 0.3350
H -0.219 -1.776 -1.232 -0.1760
H 0.507 -0.289 -1.791 -0.4574
H -1.000 -0.207 -0.778 -0.0435
H 1.008 0.356 0.589 -0.5376
H 0.356 -0.958 2.423 0.1921
H -0.433 -2.202 1.423 -0.2465
H -0.968 1.415 0.948 -0.6624
H -0.573 1.255 2.744 -0.1584
H -2.237 1.400 2.104 0.3304
H 2.368 -1.048 -0.552 0.1157
H 1.630 -2.398 -0.136 -0.2863
C 1.532 2.159 -4.595 0.0552
C 1.089 2.125 -6.049 0.0530
C 1.331 0.735 -6.715 -0.5678
O 2.657 0.277 -6.708 -0.3163
C 3.628 1.117 -7.305 -0.7316
N -0.357 2.447 -6.084 -0.5889
H 2.607 1.982 -4.535 -0.2931
H 0.994 1.439 -3.978 -0.1856
H 1.339 3.150 -4.184 0.4071
H 1.645 2.902 -6.581 0.3854
H 0.931 0.750 -7.734 0.4853
H 0.783 0.015 -6.106 -0.0207
H 4.595 0.620 -7.247 0.2648
H 3.683 2.122 -6.883 0.2368
H 3.448 1.251 -8.378 0.3409
H -0.717 2.724 -6.989 0.2252
H -0.616 3.210 -5.471 0.2123
C -4.874 -2.563 0.943 -0.4375
C -3.896 -3.423 1.729 0.2877
C -2.791 -3.988 0.854 0.1485
O -3.332 -4.830 -0.140 -0.4915
C -2.360 -5.423 -0.947 -0.6148
N -3.314 -2.678 2.830 -0.5178
H -5.645 -2.096 1.553 -0.4173
H -5.332 -3.109 0.115 0.6212
H -4.347 -1.721 0.480 -0.0732
H -4.480 -4.252 2.139 0.3849
H -2.154 -4.625 1.478 0.5328
H -2.203 -3.150 0.463 -0.4288
H -1.694 -4.762 -1.513 0.0288
H -2.846 -6.022 -1.720 0.4185
H -1.706 -6.118 -0.409 0.3172
H -2.540 -2.062 2.617 -0.0376
H -4.026 -2.088 3.268 0.2170
C 6.495 1.778 4.443 -1.4623
C 5.843 2.532 3.281 0.8321
C 4.282 2.492 3.345 -0.2948
O 3.861 1.164 3.233 -0.4535
C 2.456 1.085 3.321 -0.6451
N 6.284 3.923 3.265 -0.7162
H 7.586 1.795 4.402 0.4141
H 6.182 0.735 4.485 0.2918
H 6.245 2.229 5.405 0.3506
H 6.110 2.059 2.330 0.0360
H 3.936 3.157 2.544 -0.1823
H 3.978 2.931 4.300 0.4914
H 2.013 1.805 4.014 0.4181
H 2.206 0.104 3.728 0.3115
H 2.062 1.204 2.309 0.1549
H 5.870 4.480 2.530 0.2202
H 7.286 3.871 3.129 0.2854
C -5.374 0.684 2.817 -0.8757
C -6.139 -0.113 3.894 0.7133
C -7.518 -0.599 3.502 -0.9326
O -8.286 0.516 3.075 -0.3291
C -9.676 0.135 2.951 -0.8900
N -5.399 -1.268 4.400 -0.5225
H -5.435 0.268 1.811 -0.1261
H -4.366 0.939 3.133 0.0021
H -5.968 1.597 2.719 0.5691
H -6.246 0.549 4.761 0.5218
H -7.995 -1.020 4.394 0.4284
H -7.485 -1.383 2.740 0.2829
H -9.793 -0.771 2.353 0.3821
H -10.084 0.893 2.278 0.2674
H -10.236 0.170 3.883 0.3126
H -5.908 -1.802 5.094 0.2294
H -4.588 -0.917 4.899 -0.2928
C -7.388 2.361 -0.090 -1.4466
C -6.928 1.718 -1.394 0.5712
C -5.637 0.937 -1.284 0.2716
O -4.595 1.868 -1.051 -0.4941
C -3.364 1.335 -0.657 0.4114
N -8.040 1.034 -2.027 -0.7589
H -7.831 1.669 0.629 0.2858
H -8.062 3.202 -0.262 0.4998
H -6.515 2.782 0.413 0.2410
H -6.723 2.551 -2.080 0.2211
H -5.565 0.324 -2.190 -0.0191
H -5.716 0.192 -0.485 -0.2827
H -3.453 0.528 0.074 -0.0814
H -2.661 2.087 -0.298 -0.1217
H -2.848 0.942 -1.543 0.0095
H -7.848 0.914 -3.014 0.2620
H -8.871 1.602 -1.942 0.2496
C -1.831 5.597 1.245 -1.1624
C -0.937 5.988 2.404 0.2101
C -0.675 4.776 3.278 -0.0164
O -1.855 4.358 3.941 -0.3542
C -1.669 3.647 5.138 -0.6933
N 0.292 6.588 1.832 -0.8251
H -1.426 4.760 0.673 -0.0697
H -2.004 6.415 0.544 0.4335
H -2.838 5.337 1.577 0.3891
H -1.413 6.811 2.941 0.3549
H 0.041 5.125 4.034 0.4487
H -0.177 3.966 2.735 -0.0114
H -1.609 2.569 4.963 0.1482
H -2.597 3.753 5.703 0.2881
H -0.827 3.942 5.767 0.3983
H 0.949 6.661 2.608 0.3128
H 0.654 5.788 1.311 0.3852
C 5.718 -4.599 0.332 -1.5973
C 5.812 -3.339 -0.570 0.3731
C 6.731 -3.562 -1.754 -0.6081
O 8.037 -3.876 -1.366 -0.3436
C 8.883 -4.030 -2.473 -0.7759
N 4.488 -2.926 -1.033 -0.5034
H 5.164 -4.429 1.252 0.2967
H 6.741 -4.885 0.590 0.4887
H 5.320 -5.426 -0.260 0.3537
H 6.164 -2.553 0.103 0.4023
H 6.762 -2.650 -2.362 0.2430
H 6.285 -4.357 -2.364 0.3213
H 8.495 -4.749 -3.205 0.3123
H 9.847 -4.478 -2.233 0.2837
H 9.029 -3.086 -3.005 0.2938
H 3.861 -3.720 -1.140 0.1007
H 4.082 -2.494 -0.205 0.1843
C 4.558 1.259 -0.571 -1.8574
C 3.991 1.026 -1.978 1.7726
C 5.149 1.025 -3.017 -0.9232
O 5.958 2.212 -3.000 -0.4623
C 5.221 3.369 -3.384 -0.1784
N 3.300 -0.248 -1.958 -0.1951
H 3.733 1.400 0.127 0.0528
H 5.053 2.236 -0.549 0.4741
H 5.344 0.554 -0.303 0.5392
H 3.292 1.833 -2.207 -0.3211
H 4.801 0.706 -4.004 0.3881
H 5.839 0.234 -2.714 0.3182
H 4.798 3.151 -4.367 0.0522
H 5.887 4.223 -3.525 0.3287
H 4.529 3.769 -2.638 0.0057
H 3.919 -1.055 -1.845 -0.0528
H 2.911 -0.434 -2.881 0.2096
```



Q: Which energy relative to the best compared isomer or geometry (same formula, charge and spin) values were calculated for the entries above? A: 680.4 179.1, in kJ/mol.